{
  "formula": "C11H19N2O2",
  "method": "the ωB97M-V functional and the def2-TZVPD basis",
  "gap_ev": 10.3,
  "total_charge": 1,
  "e_lumo_ev": -3.5,
  "relative_energy_kcal_mol": 60.7,
  "total_energy_ha": -690.2454,
  "species": ["C", "C", "C", "C", "O", "N", "C", "C", "C", "C", "N", "C", "C", "C", "O", "H", "H", "H", "H", "H", "H", "H", "H", "H", "H", "H", "H", "H", "H", "H", "H", "H", "H", "H"],
  "xyz": [[-1.744519, 0.703307, -3.605766], [-1.683679, 0.917130, -2.125810], [-2.410618, 1.665339, -1.240125], [-2.011229, 1.663773, 0.194299], [-2.718572, 2.011833, 1.097930], [-0.724287, 1.231946, 0.490497], [-0.070167, 1.623927, 1.791261], [-0.322399, 0.649963, 2.884105], [-0.469068, 2.986473, 2.279118], [-0.167139, 0.391063, -0.373157], [0.792744, -0.455136, 0.085449], [1.227277, -1.541990, -0.813017], [0.002144, -2.372927, -1.197631], [2.379997, -2.336467, -0.242446], [-0.580309, 0.279775, -1.617466], [-1.934829, 1.668411, -4.195264], [-2.611609, -0.017656, -3.864076], [-0.888584, 0.201951, -3.934678], [-3.329377, 1.998824, -1.426141], [1.106772, 1.657439, 1.523606], [-1.223642, 1.032227, 3.357680], [-0.447674, -0.424575, 2.576349], [0.595728, 0.723244, 3.606250], [-1.478916, 2.818718, 2.538769], [-0.615710, 3.709343, 1.403981], [0.117201, 3.273749, 3.056931], [1.090420, -0.583976, 1.071658], [1.551981, -1.122542, -1.731030], [-0.384614, -2.896047, -0.368967], [-0.748183, -1.794436, -1.644194], [0.260504, -3.048923, -2.016798], [2.062093, -2.818640, 0.627384], [3.226935, -1.525347, 0.178262], [2.854542, -3.006303, -0.951366]],
  "forces_ev_per_a": [[-3.4, 0.6, -0.5], [-0.9, 2.0, 1.0], [4.2, -3.1, 0.3], [-1.4, 0.6, -0.7], [-0.6, 0.1, -0.2], [0.6, 0.5, -0.3], [3.8, -0.2, -1.6], [1.4, -1.2, 1.5], [-2.3, 0.0, -4.5], [1.4, -1.2, 2.4], [-0.3, 0.2, -1.3], [-0.6, -0.7, -0.7], [1.6, -0.7, -0.7], [2.3, 3.6, 0.8], [1.5, -0.4, 0.6], [0.4, -1.4, 1.0], [1.1, 1.2, 0.5], [1.5, -0.4, -0.5], [-3.4, 1.7, -1.0], [-2.6, -0.2, 0.3], [0.0, -0.7, 0.5], [0.1, 1.0, 0.3], [-1.9, -0.2, -1.0], [-1.0, 0.5, 1.1], [1.0, -0.5, 1.4], [1.7, 1.1, 2.0], [-0.8, 0.9, -1.0], [0.5, 0.9, -0.8], [-0.5, -0.9, 1.0], [-1.1, 0.8, -0.2], [0.2, -0.4, 0.4], [-0.4, -1.3, 1.3], [-2.0, -2.2, -1.3], [-0.1, 0.0, 0.0]]
}



{
  "formula": "C11H19N2O2",
  "method": "the ωB97M-V functional and the def2-TZVPD basis",
  "gap_ev": 9.6,
  "total_charge": 1,
  "e_lumo_ev": -2.5,
  "relative_energy_kcal_mol": 114.6,
  "total_energy_ha": -690.1595,
  "species": ["C", "C", "C", "C", "O", "C", "C", "O", "C", "C", "C", "C", "N", "C", "N", "H", "H", "H", "H", "H", "H", "H", "H", "H", "H", "H", "H", "H", "H", "H", "H", "H", "H", "H"],
  "xyz": [[2.912793, 0.768494, -1.050939], [2.434639, -0.290642, -0.033015], [3.121884, -0.159214, 1.311080], [2.571881, -1.690998, -0.689278], [1.440901, -2.526685, -0.331228], [0.529606, -1.624741, 0.169583], [-0.611284, -1.725266, 0.892173], [-1.713329, -2.537738, 0.800798], [-2.358392, -1.855893, -0.267442], [-2.292553, -0.351677, -0.067445], [-1.992123, 0.434067, -1.407248], [-3.467008, 0.227008, 0.643771], [-1.129032, -0.297824, 0.922782], [0.049903, 0.541408, 0.640913], [1.007142, -0.355386, 0.143907], [3.095449, 1.892077, -0.746201], [2.065369, 0.861934, -1.814914], [3.815643, 0.468846, -1.673733], [4.250253, -0.101665, 1.371826], [2.884254, -1.069869, 1.777637], [2.769260, 0.822901, 1.845522], [2.767248, -1.577762, -1.699710], [3.535753, -2.240762, -0.276859], [-3.346004, -2.116513, -0.143849], [-2.116409, -2.324600, -1.279845], [-2.332081, 1.442778, -1.163893], [-2.434238, -0.034339, -2.274265], [-0.942684, 0.363680, -1.705382], [-3.382126, 1.279473, 0.867066], [-3.809596, -0.394933, 1.560887], [-4.317331, 0.110946, 0.014516], [-1.466264, -0.186945, 1.820212], [0.574255, 1.024825, 1.626411], [-0.176229, 1.395346, 0.107113]],
  "forces_ev_per_a": [[-0.8, 1.9, -2.0], [1.5, 0.7, -0.8], [0.9, 2.3, 0.6], [3.3, -1.4, 3.1], [-1.4, 2.1, 0.5], [1.9, -1.3, 0.0], [0.0, -0.7, 0.3], [1.5, 1.3, -0.4], [-0.9, -1.7, -1.6], [1.3, 0.4, -1.3], [0.4, -0.7, 1.7], [-1.4, -1.5, 1.6], [1.7, -1.0, -1.9], [2.4, 1.0, 4.7], [-0.7, -0.4, -1.9], [-0.3, -2.4, 0.1], [1.1, -0.1, 0.7], [-1.0, 0.1, 1.1], [-1.2, 0.0, -0.8], [-0.5, -0.9, 1.7], [0.4, -2.1, -0.7], [-0.5, -0.2, -2.2], [-2.0, 1.1, -0.7], [-2.6, -0.6, 0.0], [0.5, 1.1, 1.2], [0.2, 0.1, -1.0], [-1.0, 0.1, 0.1], [0.1, 0.4, 0.5], [0.2, 0.3, 0.3], [1.0, 1.1, -1.1], [-0.8, 0.1, -0.8], [-1.1, 0.8, 2.4], [-1.9, -1.2, -1.5], [-0.6, 1.4, -1.8]]
}



{
  "formula": "C11H19N3O6PTb",
  "method": "the ωB97M-V functional and the def2-TZVPD basis",
  "gap_ev": [6.0, 6.2],
  "total_charge": 2,
  "e_lumo_ev": [-9.7, -9.5],
  "total_energy_ha": -2211.3984,
  "multiplicity": 7,
  "species": ["O", "C", "Tb", "O", "C", "C", "O", "C", "O", "C", "O", "H", "C", "N", "C", "P", "O", "N", "C", "C", "N", "C", "C", "H", "H", "H", "H", "H", "H", "H", "H", "H", "H", "H", "H", "H", "H", "H", "H", "H", "H"],
  "xyz": [[-0.012676, 0.506260, -8.139177], [0.229776, 0.511417, -7.039200], [-0.583845, 0.467769, -2.088047], [1.995378, 0.491759, -4.384569], [1.070198, 0.484118, -3.702923], [-2.868116, 0.470688, -1.782013], [-3.989666, 0.456836, -1.435517], [-0.879005, -1.722440, -2.700205], [-0.976125, -2.871165, -2.895499], [-0.940227, 2.679848, -2.760036], [-1.037091, 3.785138, -2.949771], [-1.623911, 0.454360, -4.168195], [0.956538, -2.673671, 1.142951], [0.120547, -1.643561, 0.477697], [-1.304989, -2.116040, 0.415056], [0.485889, -0.057533, 0.926192], [0.282794, 0.898993, -0.209710], [-0.522538, 0.667660, 2.044327], [-1.293971, 1.874248, 1.643249], [-1.291813, -0.176171, 2.940897], [2.101340, 0.266229, 1.176027], [2.547596, 1.630924, 0.754480], [2.485932, 0.002124, 2.555369], [0.729647, -3.683124, 0.789386], [0.706466, -2.648978, 2.223941], [2.012133, -2.466018, 0.992383], [-1.982128, -1.351967, -0.002808], [-1.414535, -3.026188, -0.184696], [-1.631964, -2.368509, 1.443102], [-2.100671, 1.563008, 0.948397], [-1.789594, 2.320887, 2.517351], [-0.677727, 2.638991, 1.171747], [-2.206159, -0.507191, 2.420518], [-0.711052, -1.046388, 3.261977], [-1.613589, 0.365750, 3.828274], [1.962447, 2.385337, 1.322936], [3.597829, 1.770241, 1.030335], [2.436409, 1.813609, -0.311848], [1.940048, 0.709867, 3.202563], [2.241370, -1.022498, 2.842308], [3.549057, 0.165361, 2.682766]],
  "forces_ev_per_a": [[0.2, 0.0, 0.7], [-0.2, 0.0, -0.8], [1.3, 0.3, 2.1], [-3.4, 0.0, 2.5], [5.1, 0.1, -4.6], [-8.6, 0.0, 1.9], [5.9, 0.1, -2.0], [-1.0, -8.5, -2.2], [0.5, 5.8, 0.9], [-0.6, 3.6, -1.0], [0.1, -1.4, 0.1], [0.5, -0.1, 1.3], [-0.1, -0.1, 0.9], [0.0, 0.2, 0.1], [0.2, 0.3, 1.0], [0.5, 1.7, 1.1], [-1.2, 0.6, -2.9], [0.0, -0.5, 0.0], [-0.3, -0.3, -0.1], [-0.5, -0.4, 0.1], [-0.3, -1.1, 0.0], [-0.4, 0.3, 0.7], [-0.1, 0.3, 0.7], [-0.1, 0.3, -0.2], [0.4, -0.3, -0.4], [0.0, 0.0, 0.0], [0.2, -0.1, 0.3], [0.5, 0.3, 0.0], [-0.1, 0.2, -0.6], [0.2, 0.3, 0.2], [0.4, -0.3, -0.1], [0.0, -0.2, 0.1], [0.1, -0.1, 0.4], [-0.1, 0.1, 0.0], [0.2, 0.1, 0.0], [0.3, -0.2, -0.4], [-0.2, -0.4, 0.0], [0.0, -0.2, 0.2], [0.3, -0.3, 0.2], [0.1, 0.1, 0.1], [0.2, -0.1, 0.0]]
}



Question: What is the formula in the third record?
Answer: C11H19N3O6PTb